Run P
Entry from OMol25: 13 unconnected molecules or ions with the total composition H26O13 (ωB97M-V/def2-TZVPD).

Values from the calculation:
LUMO level (eV): -0.4
Frontier orbital gap (eV): 10.765

```
! wB97M-V def2-TZVPD RIJCOSX def2/J DEFGRID3
* xyz 0 1
O -3.50 0.19 5.31
H -3.69 -0.64 5.75
H -2.55 0.16 5.15
O -0.61 4.60 4.94
H -1.27 3.97 5.24
H -0.14 4.13 4.25
O 5.63 -1.49 3.91
H 5.28 -1.24 3.05
H 6.52 -1.14 3.91
O 2.22 3.09 1.20
H 2.15 3.05 0.25
H 3.16 3.02 1.38
O -6.08 -1.84 0.20
H -5.14 -1.93 0.36
H -6.40 -1.27 0.90
O -0.96 0.17 -5.91
H -0.52 0.14 -6.76
H -0.54 -0.53 -5.40
O 0.98 -1.56 5.19
H 0.89 -2.37 5.71
H 1.88 -1.59 4.87
O -3.42 2.90 -1.80
H -3.26 2.11 -1.27
H -2.93 2.75 -2.61
O 0.71 -3.34 -3.47
H 1.56 -3.41 -3.90
H 0.48 -4.24 -3.22
O 2.46 3.01 -3.36
H 3.20 3.10 -3.96
H 1.86 2.41 -3.81
O -4.24 -2.78 -4.69
H -3.49 -2.21 -4.89
H -4.39 -2.66 -3.75
O -0.85 -0.59 0.33
H -0.38 -1.10 -0.34
H -0.19 -0.44 1.01
O 5.06 -0.89 -0.91
H 4.67 -1.14 -1.74
H 5.85 -0.41 -1.14
*
```

---

Run Q
Entry from OMol25: 13 unconnected molecules or ions with the total composition H26O13 (ωB97M-V/def2-TZVPD).

Values from the calculation:
LUMO level (eV): -0.3
Frontier orbital gap (eV): 9.812

```
! wB97M-V def2-TZVPD RIJCOSX def2/J DEFGRID3
* xyz 0 1
H 0.63 -0.74 0.29
H -0.13 0.02 -0.79
H -0.75 0.07 2.28
H -0.33 0.31 3.66
H -0.66 -2.38 -1.63
H 0.20 -2.36 -2.82
H -2.75 -2.16 -1.10
H -2.15 -3.56 -0.91
H 3.70 -0.54 -0.62
H 2.67 0.08 0.31
H -2.76 2.06 -1.08
H -2.61 0.67 -0.24
H -1.36 3.47 -1.67
H 0.15 2.96 -2.08
H 2.52 1.58 2.92
H 1.39 2.10 3.61
H 2.39 -3.19 1.27
H 2.40 -2.25 2.52
H -1.20 -3.32 3.26
H -0.85 -2.13 4.14
H -2.48 0.94 -3.21
H -3.85 0.24 -3.17
H 3.55 2.37 0.19
H 2.96 2.85 1.47
H 0.35 0.69 -3.37
H -0.09 2.19 -3.78
O -0.26 -0.61 -0.08
O -0.48 0.81 2.88
O -0.33 -1.73 -2.20
O -2.91 -3.02 -0.69
O 2.98 -0.71 0.01
O -2.84 1.59 -0.20
O -0.64 2.88 -1.43
O 1.59 1.88 2.73
O 2.31 -3.15 2.19
O -0.69 -2.48 3.30
O -2.99 0.30 -3.56
O 3.75 2.96 0.93
O -0.42 1.31 -3.35
*
```

---

Winner for stability: run P